[1]
DFT (wB97M-V/def2-TZVPD) results for a cluster of 13 separate species, C17H61N2O12 in total.

The value obtained for the molar mass is 485.7 g/mol. Its charge is -1. For the frontier orbital gap, the calculation gives 3.532 eV. The calculation puts the calculated total energy at -46162.180 eV. Its LUMO energy is 1.573 eV. Its spin multiplicity is 1. The highest occupied orbital energy is -1.959 eV. The calculation puts the max |F| at 0.54 eV/Å.

XYZ file:
```
92
Properties=species:S:1:pos:R:3:forces:R:3
C -0.982 0.264 2.653 -0.169 0.016 -0.158
C -1.819 0.723 1.457 -0.005 0.032 0.103
C -2.332 2.151 1.646 0.184 0.043 0.100
C -2.963 -0.340 1.160 0.029 0.022 -0.389
N -4.318 0.074 1.028 -0.101 -0.278 -0.295
C -5.169 -0.249 2.099 -0.016 -0.015 0.136
N -5.661 0.899 2.961 0.174 -0.008 0.044
H -1.631 0.119 3.522 0.071 0.038 0.080
H -0.206 0.996 2.900 0.042 -0.039 0.064
H -0.499 -0.690 2.425 0.015 -0.038 0.093
H -1.140 0.720 0.597 -0.028 0.007 -0.039
H -1.749 2.673 2.414 -0.008 0.015 0.010
H -2.234 2.738 0.732 -0.170 -0.040 0.031
H -3.380 2.142 1.940 -0.027 -0.026 -0.043
H -2.848 -1.137 1.931 -0.021 0.027 0.045
H -2.657 -0.806 0.208 0.241 -0.045 0.114
H -6.104 -0.727 1.757 -0.008 0.088 -0.039
H -4.698 -0.957 2.816 -0.085 -0.062 -0.013
H -4.911 1.127 3.610 0.024 0.025 -0.045
H -5.664 1.687 2.316 -0.113 -0.004 0.012
C 2.420 -2.034 1.432 -0.107 0.062 -0.038
O 1.946 -1.315 0.303 0.044 -0.035 -0.071
H 1.562 -2.572 1.833 0.012 -0.009 0.027
H 3.201 -2.751 1.169 0.001 -0.002 -0.005
H 2.806 -1.367 2.208 0.003 -0.014 0.017
H 2.674 -0.811 -0.069 -0.009 0.012 0.038
C -3.273 -3.151 -1.240 -0.067 0.079 0.202
O -3.563 -1.902 -1.852 -0.252 -0.127 -0.158
H -2.401 -3.583 -1.727 0.013 0.058 -0.052
H -3.054 -3.006 -0.180 0.022 -0.047 0.005
H -4.110 -3.847 -1.343 0.017 -0.023 -0.025
H -4.312 -1.513 -1.376 0.295 0.378 0.248
C 4.763 -4.241 3.612 0.075 0.001 0.002
O 5.214 -3.184 2.782 0.175 0.103 0.118
H 3.771 -3.971 3.970 -0.006 0.012 -0.008
H 4.694 -5.185 3.066 -0.033 0.003 -0.004
H 5.426 -4.376 4.474 -0.059 -0.082 0.031
H 6.089 -3.413 2.452 -0.035 -0.091 -0.019
C -1.306 5.540 -1.545 -0.021 -0.111 -0.037
O -1.708 4.245 -1.133 0.036 0.098 -0.078
H -0.965 6.062 -0.655 -0.015 0.041 -0.009
H -0.480 5.509 -2.261 0.015 0.037 0.010
H -2.132 6.112 -1.981 -0.009 -0.006 0.003
H -2.016 3.751 -1.897 -0.032 -0.024 0.040
C -0.861 -1.324 -4.363 -0.015 -0.031 0.100
O -2.193 -1.788 -4.201 0.057 0.525 -0.015
H -0.503 -1.672 -5.331 -0.015 -0.011 -0.009
H -0.801 -0.232 -4.348 -0.006 0.005 -0.026
H -0.206 -1.718 -3.581 0.023 0.000 -0.016
H -2.519 -1.500 -3.326 -0.152 -0.466 0.095
C -0.951 -4.890 -4.261 0.058 -0.127 0.036
O -0.877 -5.994 -3.362 -0.015 0.012 -0.017
H -1.581 -4.132 -3.807 -0.021 0.002 -0.010
H 0.039 -4.459 -4.441 -0.015 0.033 -0.025
H -1.396 -5.181 -5.216 -0.002 0.034 -0.014
H -0.319 -6.668 -3.757 -0.005 0.008 0.010
C -3.289 1.750 -4.132 -0.017 0.008 -0.032
O -3.355 0.788 -5.175 -0.199 0.030 0.250
H -3.417 2.731 -4.589 0.000 0.015 0.009
H -4.072 1.608 -3.382 0.003 -0.009 0.007
H -2.321 1.728 -3.619 0.014 -0.004 -0.005
H -3.226 -0.084 -4.770 0.121 -0.150 -0.265
C 1.919 6.876 -0.430 -0.054 0.019 -0.077
O 1.225 7.634 -1.418 0.066 0.022 0.038
H 1.180 6.243 0.055 0.024 -0.020 0.021
H 2.687 6.239 -0.872 0.011 -0.004 0.012
H 2.386 7.513 0.323 -0.004 0.012 0.002
H 1.864 8.195 -1.866 -0.017 -0.008 -0.003
C 5.089 -2.006 6.845 -0.028 -0.021 -0.068
O 5.818 -1.417 5.784 0.119 -0.044 -0.047
H 5.149 -1.321 7.688 -0.010 -0.010 0.015
H 4.035 -2.148 6.590 -0.004 0.007 0.002
H 5.511 -2.969 7.152 0.006 -0.001 0.002
H 5.756 -1.975 5.001 -0.114 0.066 -0.040
C 4.818 7.584 2.321 -0.023 -0.008 -0.015
O 4.735 6.556 1.346 0.071 -0.014 0.052
H 4.656 8.525 1.800 0.001 0.010 0.012
H 4.052 7.479 3.094 -0.008 0.000 -0.005
H 5.801 7.618 2.799 0.006 0.000 -0.007
H 4.866 5.710 1.783 -0.034 -0.003 -0.026
C 7.313 -6.976 3.093 -0.041 0.090 0.006
O 7.654 -5.862 2.278 -0.017 -0.003 0.021
H 6.315 -6.779 3.474 0.002 -0.061 0.050
H 7.286 -7.912 2.530 0.030 0.023 -0.047
H 7.995 -7.086 3.940 0.005 0.000 0.000
H 8.534 -5.999 1.917 -0.014 0.007 -0.002
C -6.607 1.368 -6.899 0.092 0.019 -0.008
O -6.694 0.220 -6.076 0.007 0.144 0.040
H -7.375 1.295 -7.667 -0.033 -0.065 0.031
H -6.777 2.288 -6.329 -0.003 0.020 -0.028
H -5.631 1.433 -7.389 -0.001 0.039 -0.002
H -5.995 0.303 -5.418 0.058 -0.162 -0.048
```
Forces are in eV/Å.

***

[2]
DFT (wB97M-V/def2-TZVPD) results for a structure of composition C39H36BFI2NO13PS at a distorted geometry.

The value obtained for the molar mass is 1073.4 g/mol. For the frontier orbital gap, the calculation gives 8.675 eV. The calculation puts the calculated total energy at -108852.013 eV. Its LUMO energy is -0.920 eV. Its spin multiplicity is 1. The highest occupied orbital energy is -9.595 eV. The calculation puts the max |F| at 2.45 eV/Å.

XYZ file:
```
95
Properties=species:S:1:pos:R:3:forces:R:3
C -0.564 3.545 2.162 0.525 -0.976 -0.310
B 0.375 2.820 1.108 -0.529 0.720 0.532
O 0.142 3.041 -0.217 0.638 0.146 -0.321
C 1.529 1.805 1.585 -0.048 -0.616 -0.312
C 2.812 2.414 1.063 -1.216 2.117 0.163
F 3.872 2.200 1.877 0.526 -0.688 -0.219
O 2.560 3.775 1.109 0.351 -0.272 -0.380
C 3.576 4.596 0.524 -0.399 1.143 0.263
C 3.821 5.854 1.410 0.725 -0.702 0.020
C 5.311 6.101 1.453 0.212 -0.093 -0.234
O 3.424 5.639 2.750 -0.615 0.438 -0.134
O 3.097 2.088 -0.282 0.440 -1.460 1.001
S 3.589 0.543 -0.412 0.889 -0.472 -1.598
O 3.433 0.219 -1.773 -1.529 0.072 -1.312
O 4.925 0.351 -0.001 0.944 0.549 1.764
C 2.437 -0.529 0.624 -1.321 0.243 0.274
C 3.273 -1.402 1.535 1.339 0.453 -0.015
C 4.078 -0.681 2.618 0.112 -0.537 0.667
C 4.388 -1.599 3.810 -0.110 0.840 -0.266
I 5.082 -3.544 3.263 -0.045 0.135 0.240
O 1.797 -1.264 -0.415 0.236 0.484 -0.194
N 1.920 -2.683 -0.307 0.232 -1.171 -0.132
O 1.618 -3.195 -1.298 -0.150 0.442 0.360
C 1.272 0.296 1.295 0.073 0.457 0.021
I 0.654 -0.558 3.216 -0.150 0.012 -0.131
P -0.290 -0.017 0.306 -0.797 -0.665 0.154
O -0.833 -1.366 0.526 -0.087 -1.014 -0.182
H -0.402 3.115 3.145 0.016 0.370 0.337
H -0.449 4.624 2.150 -0.045 0.205 0.164
H -1.583 3.284 1.882 -0.276 0.215 -0.048
H -0.171 3.948 -0.339 -0.402 -0.412 -0.197
H 1.610 1.944 2.652 0.015 0.014 0.306
H 3.212 4.934 -0.441 0.058 -0.154 -0.330
H 4.529 4.103 0.398 -0.043 -0.608 0.024
H 3.333 6.707 0.941 -0.318 0.188 0.265
H 5.686 6.389 0.476 0.057 0.239 -0.176
H 5.829 5.181 1.703 0.043 -0.205 0.248
H 5.578 6.842 2.196 -0.053 0.287 0.006
H 2.484 5.858 2.801 0.175 -0.257 0.218
H 4.009 -1.897 0.910 0.050 -0.217 -0.222
H 2.721 -2.201 2.005 -0.654 0.003 -0.143
H 3.536 0.150 3.056 -0.158 0.235 -0.013
H 5.025 -0.294 2.271 -0.009 0.087 -0.479
H 5.165 -1.109 4.376 0.412 -0.221 0.183
H 3.534 -1.640 4.473 -0.272 -0.659 0.015
H -1.317 0.834 0.777 0.739 0.747 -0.007
H -0.101 0.292 -1.052 0.270 0.493 0.214
C 2.315 -4.029 -10.219 -0.060 -0.004 -0.021
C 0.979 -4.040 -10.607 0.065 0.007 0.017
C 0.005 -3.547 -9.758 -0.012 -0.058 -0.153
C 0.359 -3.050 -8.510 0.122 0.007 0.096
C 1.698 -3.060 -8.111 -0.156 0.029 0.012
C 2.673 -3.541 -8.974 0.091 -0.071 -0.119
C 2.095 -2.575 -6.759 0.237 0.008 0.085
O 3.258 -2.580 -6.417 0.007 -0.009 -0.006
C 1.028 -2.093 -5.839 -0.139 -0.031 -0.073
C 1.368 -1.689 -4.555 0.061 0.037 0.123
C 0.387 -1.228 -3.696 -0.134 0.054 -0.042
C -0.937 -1.160 -4.116 0.079 0.004 0.019
C -1.283 -1.566 -5.393 -0.108 0.054 0.129
C -0.306 -2.042 -6.256 0.167 -0.032 -0.034
C -0.699 -2.507 -7.614 -0.260 0.013 -0.064
O -1.854 -2.450 -7.982 0.005 -0.006 -0.004
H 3.077 -4.407 -10.888 0.002 -0.003 -0.003
H 0.701 -4.433 -11.576 0.002 0.005 -0.007
H -1.033 -3.550 -10.059 -0.037 0.068 0.101
H 3.710 -3.536 -8.668 -0.027 0.037 0.118
H 2.398 -1.737 -4.227 0.035 -0.006 -0.096
H 0.657 -0.919 -2.696 0.071 -0.015 -0.001
H -1.701 -0.792 -3.442 -0.003 -0.013 0.008
H -2.312 -1.518 -5.720 0.025 -0.059 -0.112
C -3.949 -2.102 1.561 -0.068 -0.073 -0.125
C -5.276 -2.133 1.143 0.056 0.033 0.079
C -6.281 -1.671 1.976 0.006 -0.053 -0.161
C -5.967 -1.183 3.238 0.089 0.016 0.110
C -4.637 -1.172 3.667 -0.153 0.036 0.021
C -3.633 -1.623 2.821 0.057 -0.047 -0.111
C -4.279 -0.697 5.030 0.279 -0.012 0.045
O -3.122 -0.680 5.402 -0.018 0.023 0.005
C -5.375 -0.247 5.933 -0.120 -0.029 -0.074
C -5.070 0.148 7.229 0.008 0.056 0.154
C -6.077 0.581 8.074 -0.065 0.012 -0.022
C -7.393 0.629 7.626 0.062 -0.001 0.021
C -7.703 0.231 6.337 -0.097 0.051 0.128
C -6.699 -0.216 5.489 0.154 -0.021 -0.012
C -7.054 -0.672 4.116 -0.236 -0.017 -0.120
O -8.203 -0.631 3.727 -0.007 0.007 0.019
H -3.160 -2.452 0.909 0.042 0.060 0.026
H -5.524 -2.518 0.163 0.000 -0.001 -0.007
H -7.312 -1.690 1.649 -0.042 0.064 0.101
H -2.606 -1.603 3.149 0.096 0.023 0.086
H -4.047 0.114 7.575 0.046 -0.031 -0.116
H -5.838 0.883 9.085 0.000 0.005 0.003
H -8.178 0.973 8.287 -0.002 0.000 0.005
H -8.726 0.263 5.988 0.028 -0.056 -0.111
```
Forces are in eV/Å.

***

[3]
DFT (wB97M-V/def2-TZVPD) results for a cluster of 2 separate species, C2H3FN2O in total at a distorted geometry.

The value obtained for the molar mass is 90.1 g/mol. Its relative energy (zero: lowest compared OMol25 entry of this formula, charge and spin) is 3.122 eV. For the frontier orbital gap, the calculation gives 10.102 eV. The calculation puts the calculated total energy at -9863.488 eV. Its LUMO energy is 0.583 eV. Its spin multiplicity is 1. The highest occupied orbital energy is -9.518 eV. As for the SMILES: C1=NN1.O=CF. The calculation puts the max |F| at 3.31 eV/Å.

XYZ file:
```
9
Properties=species:S:1:pos:R:3:forces:R:3
C 0.604 -0.928 -0.423 -1.039 -2.232 0.368
N -0.560 -0.890 -0.800 -1.041 1.000 -0.356
N -0.051 -1.964 0.234 0.184 -1.730 -0.506
H 1.612 -0.813 -0.422 2.600 1.564 -0.656
H -0.190 -1.733 1.196 -0.753 0.863 0.850
O 0.568 1.304 0.733 -0.493 -0.579 0.751
C -0.282 1.904 0.203 -1.669 2.738 -0.806
F 0.101 2.918 -0.649 -0.353 -0.443 0.056
H -1.471 2.051 0.234 2.564 -1.181 0.299
```
Forces are in eV/Å.

***

[4]
DFT (wB97M-V/def2-TZVPD) results for a cluster of 2 separate species, C11H19N4O3S in total at a distorted geometry.

The value obtained for the molar mass is 287.4 g/mol. Its charge is +1. For the frontier orbital gap, the calculation gives 6.189 eV. The calculation puts the calculated total energy at -34641.126 eV. Its LUMO energy is -4.747 eV. Its spin multiplicity is 1. The highest occupied orbital energy is -10.936 eV. The calculation puts the max |F| at 2.85 eV/Å.

XYZ file:
```
38
Properties=species:S:1:pos:R:3:forces:R:3
C 6.035 -0.258 -0.271 -0.383 0.403 0.361
C 4.698 0.238 -0.267 1.230 -0.959 -0.031
C 3.645 -0.557 0.592 0.180 0.620 0.216
C 2.166 -0.277 0.205 -1.189 1.643 2.005
C 1.330 0.418 1.201 -0.968 -0.812 -2.499
C -0.082 0.668 0.905 1.511 -1.449 -0.534
C -0.943 1.404 1.975 0.023 -0.023 -0.526
O -1.613 2.339 1.652 0.455 -0.454 0.403
O -0.869 0.981 3.301 0.550 -0.191 -1.462
S -0.854 -0.709 3.447 0.199 -0.482 0.365
C -0.656 0.223 -0.381 1.580 -0.003 0.139
C -2.165 0.405 -0.782 0.957 -0.237 -0.403
C -3.069 -0.890 -0.424 0.522 -0.474 -0.258
N -2.317 -1.827 0.452 -0.114 0.768 -0.217
N -4.337 -0.537 0.233 0.671 0.388 -0.565
N -3.333 -1.609 -1.692 -0.672 0.337 0.385
C 0.268 -0.423 -1.313 -1.007 0.984 1.473
N 1.602 -0.647 -1.001 -0.491 0.690 1.574
H 6.465 -0.864 -1.111 0.269 2.400 -0.167
H 6.729 -0.090 0.606 -1.400 -1.964 -0.030
H 4.502 1.180 -0.835 -0.805 -1.805 -0.876
H 3.810 -0.378 1.691 -0.546 -0.233 -0.813
H 3.830 -1.655 0.413 -0.126 1.190 0.162
H 1.794 0.725 2.169 -0.531 -0.303 -1.059
H 0.480 -1.054 3.561 -0.642 0.769 -0.035
H -2.181 0.514 -1.904 0.032 0.085 1.192
H -2.611 1.344 -0.373 0.651 -0.861 -0.088
H -2.973 -2.345 1.040 0.105 0.067 -0.436
H -1.843 -2.500 -0.160 -0.388 0.197 0.460
H -4.718 0.305 -0.215 0.020 -0.487 0.153
H -4.182 -0.267 1.207 0.139 -0.220 -0.320
H -4.155 -1.230 -2.172 0.456 -0.187 0.069
H -2.521 -1.595 -2.313 -0.499 0.135 0.188
H -0.113 -0.747 -2.313 0.728 0.281 1.018
H 2.237 -1.113 -1.657 -0.522 0.225 0.059
O -1.214 3.337 -2.075 -0.058 -0.041 0.227
H -1.649 4.172 -2.282 0.063 -0.068 -0.071
H -1.193 3.320 -1.110 0.001 0.073 -0.059
```
Forces are in eV/Å.